1.
The following is a DFT calculation (ωB97M-V/def2-TZVPD) of a 2-piece molecular cluster, CH3ClN2O2 overall at a distorted geometry.

Element x y z (Å)
C: -0.0096 -0.0771 0.2157
N: -0.7350 -0.5442 1.3019
N: -1.3849 0.3242 2.0308
O: -2.0078 1.1370 1.3892
O: -1.4753 0.2346 3.1918
Cl: 1.2689 -1.1739 2.9353
H: -0.6709 -0.3698 -0.5817
H: 0.2974 0.9502 0.3012
H: 0.8186 -0.6454 0.1258

Net charge: 0
M (Da): 110.5
Energy relative to the best compared isomer or geometry (same formula, charge and spin) (kJ/mol): 484.00
HOMO level (spin up / spin down) (Ha): -0.421 / -0.408
Lowest unoccupied orbital energy (spin up / spin down) (eV): -2.676 / -3.675

=====

2.
The following is a DFT calculation (ωB97M-V/def2-TZVPD) of an isolated ion of composition C12H21F3N3O and charge +1 at a distorted geometry.

Element x y z (Å)
C: 5.9075 1.8973 0.1408
C: 4.3805 1.6371 0.7485
C: 3.2319 1.7061 -0.4199
C: 1.9175 0.8706 0.1772
C: 2.1367 -0.7071 -0.3309
N: 0.5912 1.4089 -0.3122
C: -0.5900 1.1348 0.3617
N: -1.8460 1.7985 -0.2405
C: -3.0489 0.8885 -0.1262
C: -3.0448 -0.3023 -1.2619
C: -4.0685 -1.5467 -0.9241
C: -3.3388 -3.0012 -0.7242
F: -2.1613 -3.3416 -1.5882
C: -3.7975 -3.9734 0.3068
F: -3.1587 -3.8753 1.6640
F: -4.8393 -5.0123 0.1102
O: -3.2048 0.4190 1.2592
C: -2.0701 -0.4053 1.7043
N: -0.7148 0.3082 1.6223
H: 5.8562 2.0514 -1.0325
H: 6.6026 0.9671 0.4121
H: 6.3509 2.8455 0.7000
H: 4.2792 0.5606 1.2539
H: 4.1009 2.4375 1.5639
H: 2.8447 2.7848 -0.6729
H: 3.6241 1.2129 -1.4229
H: 1.9367 0.9814 1.3424
H: 1.1117 -1.2692 -0.1285
H: 2.2642 -0.6877 -1.5075
H: 3.0366 -1.2154 0.2281
H: 0.5694 2.0046 -1.1805
H: -1.6503 1.9098 -1.2614
H: -4.0007 1.5678 -0.3588
H: -3.4381 0.2039 -2.2690
H: -1.9407 -0.6704 -1.5274
H: -4.7716 -1.3095 -0.0172
H: -4.7843 -1.6623 -1.8705
H: -1.9311 -1.4108 1.0854
H: -2.3236 -0.7361 2.8230
H: -0.0188 -0.4693 1.6735

Net charge: +1
M (Da): 280.3
HOMO level (Ha): -0.391
Lowest unoccupied orbital energy (eV): -5.699

=====

3.
The following is a DFT calculation (ωB97M-V/def2-TZVPD) of an isolated molecule of CH4O3S at a distorted geometry.

Element x y z (Å)
C: 1.2566 0.6063 0.3389
O: 0.4101 -0.5121 -1.8879
O: -2.3107 -0.8493 -0.2273
O: -0.9211 -0.5306 0.3765
S: -0.1888 0.3672 -0.9279
H: 1.5849 -0.3420 0.8392
H: 0.8290 1.2743 1.0700
H: 2.1525 1.0709 -0.1007
H: -2.8126 -1.0847 0.5193

Net charge: 0
M (Da): 96.1
Energy relative to the best compared isomer or geometry (same formula, charge and spin) (kJ/mol): 436.36
HOMO level (Ha): -0.368
Lowest unoccupied orbital energy (eV): 0.515

=====

4.
The following is a DFT calculation (ωB97M-V/def2-TZVPD) of a 3-piece molecular cluster, C5H11NO2 overall at a distorted geometry.

Element x y z (Å)
C: -1.4899 -0.2384 -0.3114
C: -0.0427 0.3024 -0.4211
C: 0.4527 0.9914 0.8707
C: 0.0912 0.6231 2.2190
O: -0.9504 0.0946 2.5938
N: 0.0437 1.0263 -1.6487
C: 1.3436 0.8519 -2.3112
O: 0.3145 -2.7780 -0.5366
H: -2.0893 -0.0824 0.6023
H: -1.2159 -1.3011 -0.2965
H: -1.9968 -0.1309 -1.2802
H: 0.5378 -0.6288 -0.6777
H: 1.1774 -0.6712 1.1967
H: 0.6907 2.0766 0.7680
H: 0.7146 1.1125 3.0092
H: 1.7881 -0.1232 -2.1116
H: 1.9976 1.7766 -2.1124
H: 1.1526 0.7898 -3.4038
H: 0.2288 -3.6173 -0.9971

Net charge: 0
M (Da): 117.1
Energy relative to the best compared isomer or geometry (same formula, charge and spin) (kJ/mol): 1242.00
HOMO level (Ha): -0.303
Lowest unoccupied orbital energy (eV): -3.973

=====

5.
The following is a DFT calculation (ωB97M-V/def2-TZVPD) of a 2-piece molecular cluster, C4H7NO overall.

Element x y z (Å)
O: -3.0140 0.1992 -0.3391
C: -0.1938 0.2012 -0.5927
C: 1.2500 0.5000 -0.9485
C: 1.2401 -0.5992 0.0330
N: 1.1561 -0.0308 1.3741
C: -0.1513 -0.1143 0.7751
H: -3.0178 1.1562 -0.2187
H: -2.1557 0.0460 -0.7890
H: 1.7176 1.3958 -0.5361
H: 1.4944 0.3006 -1.9886
H: 1.3940 -1.6586 -0.1359
H: 1.2412 -0.7496 2.0920
H: -0.9608 -0.6464 1.2743

Net charge: 0
M (Da): 85.1
Energy relative to the best compared isomer or geometry (same formula, charge and spin) (kJ/mol): 503.55
HOMO level (Ha): -0.315
Lowest unoccupied orbital energy (eV): 0.767

=====

6.
The following is a DFT calculation (ωB97M-V/def2-TZVPD) of C11H14F6NO5P2RuS3 as an isolated structure.

Element x y z (Å)
Ru: -0.6661 0.7348 0.9141
C: 4.2672 0.9061 4.6672
C: 2.7835 1.0423 4.4521
O: 2.4969 1.1102 3.0082
P: 1.8659 -0.0702 2.2243
S: 1.5701 0.4411 0.3042
S: -0.0680 -0.4002 2.8192
O: 2.8109 -1.2794 2.4820
C: 2.5295 -2.6410 1.9926
C: 2.7424 -3.6057 3.1274
H: 4.4738 0.9110 5.7376
H: 4.7993 1.7393 4.2112
H: 4.6400 -0.0271 4.2480
H: 2.3849 1.9725 4.8484
H: 2.2245 0.2095 4.8822
H: 3.2193 -2.8038 1.1680
H: 1.5070 -2.6717 1.6121
H: 3.7585 -3.5326 3.5116
H: 2.5844 -4.6215 2.7655
H: 2.0394 -3.4197 3.9390
O: 0.5924 2.3394 -2.0624
C: 0.0988 2.9541 -1.1678
N: -0.6987 2.3466 -0.1527
S: -1.0190 3.3756 1.1045
O: -2.3854 3.5743 1.4241
O: -0.2110 2.6146 2.1030
C: -0.2772 4.7772 0.3828
C: -0.2581 6.0774 0.8454
C: 0.3268 7.0255 0.0151
C: 0.8496 6.6704 -1.2259
C: 0.8055 5.3585 -1.6785
C: 0.2327 4.4050 -0.8560
H: -0.6821 6.3464 1.8027
H: 0.3686 8.0572 0.3356
H: 1.2925 7.4337 -1.8507
H: 1.1982 5.0753 -2.6455
F: -1.4735 -0.8709 0.0615
P: -3.3259 -0.5145 0.2082
F: -2.9623 0.7322 -0.7031
F: -3.5503 -1.4317 -1.0236
F: -3.3324 -1.7121 1.2154
F: -4.7705 -0.0425 0.4841
F: -2.6990 0.4480 1.5242

Net charge: +1
M (Da): 613.4
Energy relative to the best compared isomer or geometry (same formula, charge and spin) (kJ/mol): 39.02
HOMO level (spin up / spin down) (Ha): -0.486 / -0.488
Lowest unoccupied orbital energy (spin up / spin down) (eV): -6.685 / -6.723

=====

7.
The following is a DFT calculation (ωB97M-V/def2-TZVPD) of a 2-piece molecular cluster, C5H7NO overall.

Element x y z (Å)
C: 0.2631 1.4185 -0.8750
N: 1.3108 1.6343 -1.5695
C: 1.3572 0.5931 -0.5482
C: 2.2815 0.0113 0.3898
O: 1.6596 -0.7535 -0.6889
H: -0.7616 1.7678 -0.8124
H: 3.3510 0.1730 0.2655
H: 1.9564 -0.2681 1.3916
C: -2.4276 -0.5741 0.0475
C: -1.3768 -0.9514 0.7691
H: -3.3036 -0.1178 0.5021
H: -2.4585 -0.7166 -1.0307
H: -1.3537 -0.8165 1.8485
H: -0.4976 -1.4001 0.3106

Net charge: 0
M (Da): 97.1
Energy relative to the best compared isomer or geometry (same formula, charge and spin) (kJ/mol): 464.74
HOMO level (Ha): -0.364
Lowest unoccupied orbital energy (eV): 0.995

=====

8.
The following is a DFT calculation (ωB97M-V/def2-TZVPD) of a 2-piece molecular cluster, CH7NOS2 overall at a distorted geometry.

Element x y z (Å)
S: 0.9812 1.3492 -0.8991
S: -1.0358 1.2028 -1.1222
H: 1.5004 0.1235 -1.0897
H: -1.5290 0.6595 -0.0303
N: 0.2534 -2.6751 0.8301
C: -0.4578 -1.7097 1.6277
O: 0.2959 -0.4776 1.3372
H: 0.1580 -2.6058 -0.1295
H: 1.2031 -2.8572 1.1438
H: -1.5625 -1.6408 1.3343
H: -0.4100 -1.8150 2.7768
H: 0.1210 0.1076 2.0600

Net charge: +1
⟨S²⟩: 0.76
M (Da): 113.2
Energy relative to the best compared isomer or geometry (same formula, charge and spin) (kJ/mol): 104.64
HOMO level (spin up / spin down) (Ha): -0.499 / -0.486
2S+1: 2
Lowest unoccupied orbital energy (spin up / spin down) (eV): -5.120 / -9.243

=====

9.
The following is a DFT calculation (ωB97M-V/def2-TZVPD) of a 3-piece molecular cluster, C15H14O9 overall at a distorted geometry.

Element x y z (Å)
O: -2.0597 -3.5575 -2.4505
C: -1.4247 -2.5565 -2.6835
C: 0.0043 -2.4815 -2.4295
C: 0.7913 -1.1675 -2.6405
O: 2.0593 -1.0545 -2.1825
C: -0.0147 0.0195 -3.0175
O: 0.6513 1.0665 -3.4095
C: -1.4057 -0.0185 -2.8775
C: -2.1567 -1.4145 -2.7935
O: -3.5637 -1.4415 -2.9715
H: 0.4763 -3.2595 -2.0895
H: 2.2753 -2.0315 -2.0415
H: -1.9277 0.8985 -3.0115
H: -3.5217 -2.3135 -3.0915
O: -2.7267 0.7885 0.0745
C: -2.0607 -0.1895 0.4765
C: -0.6527 -0.0615 0.6475
C: 0.1763 -1.2075 0.9105
O: 1.5813 -1.2205 1.0025
C: -0.3447 -2.6365 1.0905
O: 0.2723 -3.7105 1.1945
C: -1.8417 -2.6265 1.0015
C: -2.7117 -1.3845 0.7975
O: -4.0807 -1.4515 0.8485
H: -0.2177 0.9145 0.3265
H: 1.9803 -0.4755 0.6335
H: -2.4027 -3.5045 1.3315
H: -4.1867 -0.6185 0.4125
C: 3.8163 4.3705 2.4865
C: 2.8333 3.2855 2.1725
C: 1.6083 3.1555 3.1925
O: 2.9043 2.6515 1.1505
H: 3.9293 4.3465 3.5945
H: 3.2153 5.4245 2.3625
H: 4.7493 4.2555 2.0515
H: 1.0453 4.0585 3.2015
H: 1.9523 2.7775 4.0985
H: 0.9803 2.3695 2.6315

Net charge: 0
M (Da): 338.3
Energy relative to the best compared isomer or geometry (same formula, charge and spin) (kJ/mol): 0.00
HOMO level (Ha): -0.339
Lowest unoccupied orbital energy (eV): -2.586

=====

| no. | DFT total energy (a.u.) |
| --- | --- |
| 1 | -759.82709 |
| 2 | -1008.26664 |
| 3 | -664.25594 |
| 4 | -401.90509 |
| 5 | -286.43986 |
| 6 | -3429.86125 |
| 7 | -324.54746 |
| 8 | -968.28776 |
| 9 | -1256.86961 |